No. 1
The following is a DFT calculation (ωB97M-V/def2-TZVPD) of C29H83FGaO34P8 as an isolated structure at a distorted geometry.

Summary:
Molar mass ... 1312.46 g/mol
Charge ... -1
F_max ... 8.71 eV/A
Calculated total energy ... -8468.4679 a.u.

```
156
Properties=species:S:1:pos:R:3:forces:R:3
Ga 0.2535 1.4969 0.6398 0.09 -0.16 -0.44
P -4.6145 -4.5262 3.1075 -2.43 7.28 1.25
P 1.1138 8.8710 -1.7159 -1.60 7.96 -0.37
P 10.5201 -2.3069 -4.0521 2.90 3.34 -1.31
P 6.0946 4.8661 -3.8703 -5.23 -2.37 -6.55
P 4.0446 -1.1883 -5.2235 -0.25 -6.80 2.13
P -8.2174 -0.3567 6.3267 -3.76 1.94 -1.72
P -3.3745 4.4932 -3.4980 4.79 0.39 -2.97
P -6.8667 -10.9977 7.2974 -3.35 5.19 0.93
F -2.4067 0.3538 -0.2777 -0.82 -0.38 0.19
O -3.1134 -4.1275 2.6040 0.47 -3.57 -0.42
O -7.4185 -0.9955 5.1224 1.41 -1.05 1.60
O -7.8355 -12.1768 7.8508 1.96 -1.47 -0.76
O 5.8715 4.9851 -5.3674 0.89 0.48 -0.09
O 4.9842 -2.3151 -5.5308 0.50 0.80 -1.46
O -5.4284 -10.5384 6.7426 0.49 -2.91 -0.13
O -3.8119 6.0233 -3.1507 -1.79 -1.43 1.28
O 2.6518 -1.6756 -4.6238 -0.24 0.45 0.32
O 3.9034 -0.9004 0.1636 -0.17 -0.13 -0.49
O -3.5691 4.6733 -5.0792 -0.27 -0.29 -0.07
O -7.1359 -9.9400 8.3157 0.44 -0.43 0.35
O 0.3643 8.5520 -3.1470 0.57 -3.39 0.71
O -0.3275 9.1472 -1.0729 -0.31 -0.67 -0.04
O -7.6168 -10.7910 5.9186 0.55 -0.32 -0.45
O 5.2619 6.2725 -3.5866 1.82 0.49 2.75
O 4.9625 -0.0948 1.8958 0.96 -0.44 0.95
O -3.7965 2.9529 -3.5419 -2.51 0.97 1.36
O 3.4010 -0.8088 -6.6586 0.80 2.16 0.58
O -1.9730 4.4526 -3.0187 -0.21 0.10 0.46
O 11.0013 -2.8878 -2.6362 -1.67 -1.07 -0.09
O 1.8202 10.1061 -2.2293 0.97 -0.79 -0.19
O 5.0435 3.9440 -3.1069 1.02 -0.06 0.70
O -5.8902 -5.3649 3.7048 1.45 -2.40 -0.97
O -5.2678 -4.2169 1.6977 0.45 -0.69 -0.39
O -8.1842 1.1129 6.2099 0.69 0.09 0.45
O -8.4389 -0.7070 7.8807 1.76 -0.87 -0.14
O -4.7099 -3.3996 4.1085 0.22 -0.60 0.51
O 1.8336 8.8944 -0.2337 0.14 -2.93 -0.26
O 4.6054 -0.9584 -3.6697 -0.32 3.33 -1.05
O 9.1335 -2.0821 -4.7869 -0.91 -1.69 1.41
O 10.5850 -0.7814 -3.5800 -0.15 0.21 -0.24
O -9.5904 -1.0388 5.8618 -0.03 -0.03 -0.29
O 11.5326 -2.6953 -5.0540 -0.21 -0.82 0.05
O 7.1356 3.5977 -4.0544 1.75 1.22 3.03
C -3.8364 2.2942 -2.2438 0.37 -0.40 0.05
C 2.0135 -2.8093 -5.2028 -0.22 0.08 -0.22
C -8.9653 -10.3185 5.9479 -0.27 -0.13 -0.02
C 8.5083 -3.2357 -5.4060 -0.23 0.10 -0.21
C -7.7401 0.0848 8.8559 -0.01 -0.04 0.20
C -0.3162 -0.4916 0.3967 0.00 1.09 0.20
C -0.4951 10.2947 -0.2463 0.04 -0.06 0.36
C 2.2659 1.6665 0.1812 -0.81 -0.14 0.58
C -3.3578 6.4493 -1.8454 -0.01 0.72 0.13
C 1.1913 8.1517 -4.2440 0.12 0.09 -0.23
C 8.3905 3.8581 -4.6993 0.02 -0.15 -0.12
C -4.3147 -10.6237 7.6525 0.11 0.21 0.02
C -10.8088 -0.3873 6.2009 -0.09 -0.08 0.17
C -1.8178 -0.4953 0.6619 2.16 -0.72 0.05
C -7.9183 -12.3840 9.2674 -0.10 -0.18 0.15
C 3.6691 4.0201 -3.4715 -0.71 0.45 0.03
C -2.0513 -4.2726 3.5681 0.17 0.21 0.09
C 3.2275 9.1946 -0.1435 0.16 -0.09 0.21
C -6.5014 -3.4937 1.6618 -0.35 -0.10 -0.03
C 3.0438 1.1215 1.3943 -0.29 0.44 -1.15
C -6.0667 -5.4416 5.1232 -0.11 -0.19 0.20
C -2.6983 5.5745 -5.7519 -0.07 0.23 -0.05
C 11.5847 -4.2010 -2.6015 0.06 -0.10 0.19
C 5.9465 -0.4199 -3.5224 -0.19 -0.21 -0.27
C 5.4319 7.3960 -4.4545 -0.13 0.17 0.16
C -5.9824 -0.7509 5.0658 0.12 0.13 -0.30
C 11.8655 -0.1951 -3.3730 0.07 0.00 0.23
C 4.0249 0.0180 1.1678 0.31 0.32 0.07
C 4.2630 -0.7649 -7.8047 0.01 0.11 -0.28
H 3.5706 8.8434 0.8284 -0.09 -0.10 -0.01
H 0.2111 -1.0743 1.1574 -0.07 -0.13 -0.01
H -6.4689 -2.8486 0.7876 0.11 -0.03 -0.02
H -5.5299 -0.8193 6.0543 0.00 -0.03 0.02
H 1.2560 -2.4860 -5.9169 0.00 0.00 -0.03
H -11.5011 -0.5335 5.3743 0.02 -0.03 -0.02
H -2.4872 5.1549 -6.7340 -0.03 -0.04 0.01
H -3.5609 5.7236 -1.0622 0.05 -0.14 -0.07
H 4.0030 -0.4855 -0.7034 -0.56 0.09 0.07
H 12.6227 -4.1423 -2.9212 -0.04 0.03 -0.12
H 6.1051 0.3828 -4.2405 0.21 0.10 0.13
H -6.9444 -12.3187 9.7451 -0.01 0.06 0.05
H -3.4059 -10.6229 7.0571 -0.05 -0.01 -0.08
H 11.5421 -4.5460 -1.5710 -0.07 0.07 0.01
H -2.1380 -5.2024 4.1292 0.03 -0.01 0.01
H -6.5261 -4.5229 5.4797 0.16 0.10 -0.07
H 1.5328 -3.3557 -4.3951 0.02 0.05 0.05
H -11.2306 -0.8331 7.1032 0.01 0.02 0.03
H -5.7975 0.2351 4.6436 -0.15 0.07 0.10
H -9.0959 -9.6609 5.0924 0.08 -0.01 -0.03
H -4.3836 1.3646 -2.3680 -0.03 0.03 -0.10
H -0.0566 -0.8629 -0.5963 -0.15 -0.21 -0.01
H 1.9505 7.4371 -3.9285 0.02 -0.06 -0.15
H -1.1020 -4.2734 3.0392 -0.11 -0.02 -0.20
H 2.4492 1.1172 -0.7433 0.12 0.11 -0.09
H -2.8197 2.0796 -1.9224 0.01 0.08 0.04
H 9.0621 3.0395 -4.4497 -0.06 -0.03 0.08
H -0.6393 2.5020 -0.2369 0.03 0.03 -0.04
H 12.6355 -0.7032 -3.9541 -0.03 -0.03 -0.03
H -1.9409 -0.1205 1.6806 -0.60 0.16 -0.11
H -8.2655 1.0264 8.9988 0.04 0.05 -0.12
H 3.1426 4.6847 -2.7886 -0.01 -0.02 0.02
H 11.8068 0.8436 -3.6912 -0.04 0.00 -0.01
H 3.2220 3.0320 -3.3993 0.26 -0.11 0.15
H -5.5424 -1.5130 4.4305 -0.09 -0.08 0.11
H 6.6709 -1.2149 -3.6910 -0.02 -0.01 -0.07
H -3.8838 7.3710 -1.5985 -0.11 -0.04 -0.17
H 4.4375 -1.7779 -8.1604 0.06 -0.04 0.14
H 8.9704 -3.4186 -6.3744 0.11 0.01 0.05
H 7.4530 -3.0029 -5.5391 0.01 0.07 0.08
H -2.2923 6.6524 -1.8940 0.04 -0.14 0.04
H 8.2389 3.8932 -5.7768 -0.08 0.09 0.01
H -8.5866 -11.6432 9.6986 0.10 0.12 -0.03
H -1.7618 5.7013 -5.2075 -0.02 -0.04 0.05
H 6.0670 -0.0280 -2.5162 -0.22 0.00 0.02
H -5.1202 -5.6060 5.6313 -0.03 0.10 0.10
H 3.3667 10.2710 -0.2143 -0.06 0.00 -0.16
H 3.7489 -0.1926 -8.5742 -0.06 0.05 0.09
H 0.2386 11.0649 -0.4854 0.04 -0.04 -0.06
H 2.7343 -3.4596 -5.6992 0.07 0.04 0.02
H -9.1694 -9.7644 6.8631 0.09 -0.01 0.03
H 2.3300 0.7998 2.1578 0.28 -0.14 0.26
H -1.4954 10.6813 -0.4306 -0.02 -0.07 -0.06
H 0.0247 1.7779 2.2240 0.14 0.02 0.07
H 4.8544 7.2334 -5.3612 0.16 -0.15 -0.08
H -7.3353 -4.1879 1.5679 0.01 -0.02 0.03
H -10.6596 0.6815 6.3561 0.05 0.00 -0.02
H -2.0711 -3.4295 4.2554 -0.15 0.00 0.00
H -7.7412 -0.4756 9.7885 -0.02 -0.08 -0.06
H -6.6310 -2.8841 2.5552 0.08 -0.04 0.05
H -9.6533 -11.1589 5.8639 0.02 -0.03 0.02
H 3.5525 4.3864 -4.4921 0.14 0.01 -0.02
H -2.1785 -1.5272 0.5852 -0.84 0.31 -0.27
H 12.1228 -0.2297 -2.3138 0.01 -0.02 0.01
H -4.3229 -9.7571 8.3108 -0.10 -0.02 0.03
H 5.0393 8.2694 -3.9332 0.05 -0.07 0.15
H 3.6607 1.9271 1.7890 -0.11 -0.12 0.45
H 6.4773 7.5678 -4.6975 -0.02 -0.03 -0.14
H 2.4659 2.7318 0.0677 0.23 -0.05 -0.32
H 0.5591 7.6894 -4.9983 -0.10 -0.08 0.13
H 11.0457 -4.9013 -3.2350 0.03 -0.02 -0.04
H 1.6722 9.0297 -4.6750 0.06 0.04 0.13
H -8.3281 -13.3802 9.4234 0.04 -0.02 -0.12
H -6.7129 0.2814 8.5585 0.01 0.06 -0.01
H 8.5976 -4.1236 -4.7810 0.00 -0.01 0.02
H -3.1843 6.5436 -5.8735 0.01 0.02 0.03
H 3.8010 8.6997 -0.9235 0.04 0.07 -0.03
H 8.8379 4.7925 -4.3632 0.05 0.00 -0.03
H -4.3331 2.8979 -1.4855 -0.05 0.06 -0.05
H 5.2132 -0.2869 -7.5798 0.04 -0.04 -0.01
H -4.3428 -11.5355 8.2475 0.02 -0.02 0.01
H -0.4066 10.0159 0.8033 0.03 0.01 0.01
H -6.7323 -6.2781 5.3309 0.06 -0.08 -0.17
```
Positions in Å, forces in eV/Å.

Here are the Mulliken charges for atoms 1 to 4, given in e:
1 Ga 0.18
2 P 1.15
3 P 1.31
4 P 0.93

---

No. 2
The following is a DFT calculation (ωB97M-V/def2-TZVPD) of one molecule with the formula C2BN3O3S at a distorted geometry.

Summary:
Molar mass ... 156.92 g/mol
F_max ... 12.06 eV/A
Calculated total energy ... -889.0370 a.u.

```
10
Properties=species:S:1:pos:R:3:forces:R:3
S -2.1249 -0.6546 2.3917 2.96 -1.99 -5.15
O 1.1994 0.2384 0.6746 -2.81 0.23 -2.36
O 0.0912 0.5962 -1.6660 -2.80 2.58 4.14
O 2.7181 -0.9309 -0.2088 -1.77 -0.14 2.56
N 2.0793 -0.7679 0.8200 3.44 -0.92 -2.05
N -0.4873 -1.5164 -0.1327 -3.95 4.52 6.05
N -1.6986 2.6768 -1.2193 8.36 -8.68 0.38
C -0.7927 1.7205 -1.2104 -5.28 4.74 -2.33
C -1.2614 -1.1592 0.9787 2.00 -0.38 -1.76
B 0.2769 -0.2028 -0.4279 -0.15 0.03 0.52
```
Positions in Å, forces in eV/Å.

Here are the Mulliken charges for atoms 1 to 4, given in e:
1 S -0.09
2 O -0.13
3 O -0.26
4 O -0.32

---

No. 3
The following is a DFT calculation (ωB97M-V/def2-TZVPD) of C2Br2Cl2S as an isolated structure at a distorted geometry.

Summary:
Molar mass ... 286.80 g/mol
F_max ... 2.85 eV/A
Calculated total energy ... -6542.7642 a.u.

```
7
Properties=species:S:1:pos:R:3:forces:R:3
Br -2.1219 0.8508 -0.2250 0.88 -1.04 0.39
Br 1.7827 -1.6742 0.6072 -0.27 -0.27 -0.18
Cl 0.5208 2.5669 -0.6949 0.71 -0.42 0.51
Cl -1.3257 -2.0811 -0.4715 0.02 0.22 0.23
S 1.3631 1.1664 0.5948 -0.44 1.00 -0.64
C -0.7398 -0.5120 -0.0330 -2.55 -0.33 -1.23
C 0.5209 -0.3169 0.2224 1.65 0.85 0.92
```
Positions in Å, forces in eV/Å.

Here are the Mulliken charges for atoms 1 to 4, given in e:
1 Br -0.07
2 Br -0.06
3 Cl -0.16
4 Cl -0.17